Record 1
DFT (wB97M-V/def2-TZVPD) results for C40H50N9O6S as an isolated structure.

```
106
Properties=species:S:1:pos:R:3:forces:R:3
C -1.32886 -3.04521 2.10365 -0.18 0.08 -0.28
C -1.50896 -4.12972 1.05035 0.25 0.23 -0.67
C -0.10910 -4.44370 0.46358 -0.19 0.25 -0.72
O 0.62039 -4.97205 1.30851 0.26 -0.23 0.17
O 0.13993 -4.06407 -0.70938 -0.05 -0.62 0.76
C -2.26907 -5.39536 1.48900 0.05 -0.24 0.69
O -3.42748 -5.52043 0.63082 -0.33 -0.10 0.03
S -3.84669 -4.01500 0.34386 -0.24 -0.15 0.14
O -4.67044 -3.84647 -0.79305 0.02 -0.49 -0.40
O -4.30074 -3.46922 1.58191 0.11 0.27 0.15
O -2.39147 -3.58675 -0.01906 0.27 0.64 0.40
H -2.20058 -2.40455 2.12850 -0.26 0.01 0.15
H -1.16413 -3.45859 3.08982 0.19 -0.13 0.14
H -0.49126 -2.42248 1.80895 0.22 0.09 0.12
H -2.57854 -5.30488 2.52711 -0.34 0.14 0.07
H -1.69703 -6.30962 1.43592 0.24 -0.06 -0.49
N -1.54270 -1.77862 -2.29783 -0.43 -0.06 0.24
C -0.20314 -1.69316 -2.18164 0.50 0.31 0.12
C 0.29205 -1.15373 -3.34087 -0.08 0.18 -0.14
C -0.82871 -0.89882 -4.18472 -0.12 -0.20 -0.08
C -1.95809 -1.30879 -3.50877 0.24 0.14 -0.13
H -2.09671 -2.15718 -1.55158 -0.27 -0.18 -0.12
H 0.25969 -2.02342 -1.27082 0.13 0.03 -0.25
H 1.32911 -0.95794 -3.55699 0.00 0.02 -0.01
H -0.80784 -0.46943 -5.17279 0.01 -0.03 -0.04
H -2.99881 -1.30068 -3.78225 -0.01 0.01 -0.02
N 2.09591 -1.08507 1.59942 0.04 0.02 0.03
C 2.22674 -1.71335 0.39382 -0.09 -0.08 -0.01
C 3.05577 -0.95449 -0.38700 0.04 0.03 0.01
C 3.45102 0.17213 0.38620 -0.05 -0.01 -0.06
C 2.83751 0.06443 1.60716 -0.01 -0.16 0.18
H 1.52988 -1.41486 2.36130 0.03 0.00 0.03
H 1.71495 -2.64159 0.19424 0.06 0.02 -0.02
H 3.34687 -1.18247 -1.39858 0.03 -0.04 0.00
H 4.10370 0.97210 0.07720 0.01 -0.05 -0.05
H 2.86112 0.70517 2.47171 0.03 -0.09 -0.05
N 0.10064 -4.29284 -4.88550 -0.08 -0.02 0.03
C -0.34984 -4.33933 -6.17143 0.01 0.05 0.01
C 0.23281 -5.41877 -6.78546 0.01 -0.03 0.00
C 1.06644 -6.04912 -5.82130 -0.01 -0.01 -0.03
C 0.95707 -5.32801 -4.65978 0.01 0.02 0.04
H -0.16035 -3.59689 -4.20485 0.05 0.09 0.05
H -1.04305 -3.60288 -6.53938 0.00 0.02 -0.01
H 0.07759 -5.72248 -7.80747 0.00 0.00 -0.01
H 1.67167 -6.92914 -5.96187 0.01 -0.01 0.00
H 1.41102 -5.46544 -3.69398 -0.05 -0.01 0.01
N -1.47586 -0.20025 5.40878 0.01 0.04 -0.02
C -0.13430 -0.15817 5.67450 -0.06 -0.03 -0.04
C 0.48988 0.37883 4.58131 0.09 0.02 -0.05
C -0.51554 0.67355 3.61871 0.03 0.04 0.00
C -1.71731 0.30448 4.16030 -0.06 -0.01 0.04
H -2.17654 -0.55504 6.03136 -0.03 -0.03 0.00
H 0.25874 -0.51478 6.61046 0.02 -0.01 0.00
H 1.54994 0.54133 4.47976 0.01 0.04 0.01
H -0.36873 1.10064 2.64031 0.05 -0.08 -0.01
H -2.71700 0.35341 3.76436 -0.01 -0.02 -0.04
N -1.09972 3.75871 -4.19773 0.08 0.19 0.07
C -1.61960 4.52778 -5.20082 0.00 -0.10 -0.07
C -2.11024 3.67540 -6.15746 -0.02 -0.05 0.03
C -1.88082 2.34405 -5.70195 -0.06 0.18 -0.04
C -1.25986 2.43788 -4.48499 0.12 -0.10 0.07
H -0.66880 4.10213 -3.35926 -0.05 0.04 0.04
H -1.59899 5.60251 -5.14923 0.01 0.01 -0.02
H -2.58402 3.97096 -7.07858 -0.01 0.00 -0.01
H -2.14363 1.43073 -6.20750 -0.02 -0.02 0.00
H -0.91291 1.68519 -3.79751 -0.03 -0.09 -0.07
N -2.87327 4.13685 0.66767 0.00 -0.04 -0.05
C -3.37267 4.28477 -0.60096 0.09 0.00 0.11
C -2.84028 3.29198 -1.37798 -0.04 -0.04 -0.01
C -1.99035 2.51097 -0.54784 0.06 -0.09 -0.08
C -2.03361 3.05233 0.70674 0.01 0.15 0.07
H -3.09476 4.72723 1.44622 -0.04 0.00 0.03
H -4.06120 5.07717 -0.83751 -0.01 0.01 -0.01
H -3.03863 3.12622 -2.42307 -0.04 0.01 -0.01
H -1.42191 1.64262 -0.84051 0.00 -0.03 -0.01
H -1.54708 2.75206 1.62045 -0.07 -0.02 0.02
N 3.03247 -4.98142 -0.99010 0.15 -0.07 -0.10
C 3.85722 -5.41578 -1.98888 -0.02 0.04 0.11
C 5.12845 -5.50496 -1.47908 0.07 -0.03 -0.01
C 5.06386 -5.10827 -0.11345 0.05 -0.03 -0.17
C 3.75707 -4.79113 0.14757 -0.16 -0.02 0.07
H 2.03370 -4.82785 -1.06725 -0.19 0.13 0.17
H 3.47446 -5.62625 -2.97280 0.07 0.01 -0.02
H 6.00378 -5.82006 -2.02278 0.02 -0.01 -0.02
H 5.87850 -5.05971 0.58966 0.02 0.01 0.01
H 3.27420 -4.45324 1.04730 -0.03 -0.05 0.02
N 1.18703 4.00271 2.37977 0.13 0.06 -0.04
C 2.10122 4.77609 3.04547 -0.11 -0.01 0.00
C 3.34964 4.30749 2.74007 0.02 -0.01 -0.06
C 3.18242 3.20977 1.85192 0.07 0.17 0.02
C 1.83894 3.04880 1.64698 -0.15 0.14 0.01
H 0.19167 4.11256 2.41843 -0.04 -0.03 -0.04
H 1.79254 5.58684 3.68112 0.05 -0.02 0.10
H 4.27924 4.70533 3.11051 0.01 0.01 0.01
H 3.95924 2.60754 1.41284 -0.02 0.06 0.06
H 1.29671 2.33923 1.04521 0.04 0.00 -0.01
N -0.28966 7.38761 4.57214 -0.06 0.02 0.05
C 0.43484 8.30012 5.28763 0.01 -0.02 -0.04
C -0.42237 8.93631 6.14396 -0.03 0.00 0.02
C -1.71610 8.38322 5.93748 0.01 0.02 0.02
C -1.60014 7.43005 4.96271 0.04 -0.01 -0.04
H 0.08234 6.78233 3.86565 0.02 0.00 -0.05
H 1.49242 8.41747 5.12690 0.01 0.01 0.00
H -0.15370 9.71101 6.84164 0.00 0.01 0.01
H -2.62495 8.65412 6.44720 -0.01 0.00 0.01
H -2.33422 6.78138 4.51738 -0.02 -0.01 0.01
```
Positions in Å, forces in eV/Å.

Computed properties:
Charge: -1
LUMO (eV): 1.50
HOMO (eV): -5.3
Spin multiplicity: 1
E (eV): -78822.7591
Orbital gap (eV): 6.81

---

Record 2
DFT (wB97M-V/def2-TZVPD) results for C27H40FeN2O4SSi as an isolated structure in a non-equilibrium geometry.

```
76
Properties=species:S:1:pos:R:3:forces:R:3
C 6.29240 -1.23306 0.20792 -0.22 0.30 0.13
C 6.40468 -0.23994 -0.93787 -0.04 0.11 0.18
O 5.17656 -0.06931 -1.65744 0.27 0.08 0.07
C 4.12946 0.42900 -0.87043 -0.20 0.19 -0.64
C 3.35525 1.43722 -1.73159 0.33 -0.13 -0.33
O 1.92630 1.16702 -1.72228 0.11 -0.05 0.30
C 1.29024 1.30611 -0.56074 0.19 0.30 0.29
C 1.41878 2.38445 0.30607 -0.20 -0.49 0.00
C 0.65529 2.41674 1.46445 0.41 0.07 0.23
C 0.79294 3.58449 2.40962 -0.45 0.05 -0.43
C 1.66555 4.73538 1.93753 0.08 0.10 -0.33
O 1.45999 5.86176 2.75509 0.02 -0.18 0.26
C -0.25519 1.35979 1.80788 0.18 0.03 -0.11
C -1.00228 1.46739 3.10608 -0.28 0.35 -0.12
C -2.22477 2.39751 3.04900 0.63 -0.25 0.64
O -3.37687 1.57982 2.89965 -0.29 -0.25 -0.87
C -4.60786 2.31833 2.75812 -0.49 -0.59 0.06
C -5.56361 1.49431 1.91029 -0.03 0.41 0.03
C -0.39775 0.28793 0.95460 -0.01 0.53 0.10
C 0.39478 0.26906 -0.21990 -0.48 -0.71 -0.25
S 0.36353 -1.01981 -1.32712 -0.16 0.08 -0.30
C -1.24046 -1.67467 -1.07656 0.46 0.15 0.07
C -1.85138 -1.49585 0.16346 -0.22 -0.31 -0.02
C -3.10594 -2.05689 0.33637 -0.17 0.16 -0.53
C -3.72461 -2.74035 -0.70344 -0.07 -0.09 0.16
C -3.10182 -2.88475 -1.93828 0.36 0.31 0.47
C -1.82761 -2.35256 -2.16118 -0.28 0.05 0.01
Si -0.98654 -2.56889 -3.88372 0.11 -0.26 -0.67
C 0.47150 -3.74030 -3.62136 -0.54 0.38 0.45
C -2.24699 -3.32694 -5.05560 0.49 0.22 0.30
C -0.43650 -0.94080 -4.64143 -0.18 0.20 0.32
N -1.28913 -0.79408 1.28610 0.38 -0.16 -0.38
C -0.71684 -1.72715 2.31297 -0.16 0.19 0.05
C 0.21358 -2.80281 1.81394 0.14 -0.06 0.01
N 0.58182 -3.65442 2.65625 0.06 -0.28 0.16
H 7.22876 -1.75410 0.36637 0.10 -0.15 -0.02
H 6.04454 -0.73012 1.13984 -0.05 0.02 0.14
H 5.49768 -1.94715 0.00651 0.10 -0.26 -0.12
H 7.15203 -0.56070 -1.65120 -0.10 -0.08 -0.33
H 6.71167 0.74197 -0.57281 0.13 0.08 0.08
H 3.44511 -0.39270 -0.63562 -0.06 -0.01 0.42
H 4.49439 0.92208 0.02933 0.03 -0.17 0.26
H 3.56710 2.47278 -1.48345 -0.17 0.13 0.15
H 3.66403 1.28465 -2.75760 -0.13 -0.04 -0.19
H 2.10297 3.17375 0.05309 0.07 0.15 0.04
H -0.20259 4.00687 2.54661 -0.14 0.07 0.14
H 1.09305 3.24324 3.39707 0.21 -0.05 0.14
H 1.41803 4.97852 0.90318 -0.05 -0.02 -0.12
H 2.72000 4.45592 1.94918 0.12 0.00 0.12
H 1.08373 6.57294 2.23364 0.03 0.13 0.01
H -1.35411 0.50548 3.45679 -0.05 -0.15 0.08
H -0.33660 1.83677 3.87627 0.16 -0.01 0.13
H -2.14539 3.13408 2.25112 -0.17 -0.06 -0.25
H -2.28484 2.93964 3.99214 -0.20 0.08 0.08
H -4.42817 3.27478 2.27974 0.17 0.21 0.14
H -5.04683 2.43582 3.74312 0.20 0.34 0.23
H -5.62883 1.85605 0.89131 0.12 -0.15 -0.24
H -6.56525 1.50598 2.32368 -0.16 -0.05 0.05
H -5.26696 0.43771 1.90856 -0.36 -0.34 -0.02
H -3.64439 -1.98625 1.30112 -0.14 -1.02 0.02
H -4.70145 -3.17281 -0.54806 -0.12 0.02 0.03
H -3.63353 -3.40713 -2.71352 0.02 -0.10 -0.18
H 0.45797 -4.13902 -2.60672 0.03 -0.15 0.06
H 1.43031 -3.25214 -3.76398 0.15 -0.04 -0.22
H 0.33997 -4.57802 -4.29908 0.27 -0.10 -0.14
H -3.27787 -3.12792 -4.78210 -0.16 -0.15 -0.02
H -2.05203 -4.39015 -5.16409 -0.30 -0.18 0.05
H -2.09512 -2.87467 -6.03250 0.05 0.04 -0.15
H -1.21460 -0.55992 -5.29907 -0.15 0.02 -0.04
H -0.20694 -0.14161 -3.93846 0.06 0.05 0.08
H 0.44947 -1.08176 -5.25582 0.13 -0.17 -0.05
H -1.53227 -2.19440 2.85997 -0.11 -0.16 -0.03
H -0.18105 -1.12935 3.04180 0.12 0.12 0.04
H 0.56654 -2.81272 0.78297 -0.10 0.20 -0.19
H 1.22415 -4.33400 2.25376 0.03 -0.05 0.09
Fe -3.52913 -0.38611 1.89042 0.69 1.54 0.46
```
Positions in Å, forces in eV/Å.

Computed properties:
Charge: +2
LUMO (alpha / beta) (eV): -5.50 / -9.10
HOMO (alpha / beta) (eV): -14.3 / -13.8
Spin multiplicity: 5
E (eV): -92900.0363
Orbital gap (alpha / beta) (eV): 8.81 / 4.69